Record 1
The following is a DFT calculation (the ωB97M-V functional and the def2-TZVPD basis) of a 12-piece molecular cluster, C46H111N7O17 overall in a non-equilibrium geometry.

As for the lowest unoccupied orbital energy: 4.0 eV. Its HOMO energy is -2.2 eV. Its energy above the lowest of the compared OMol25 structures with the same formula, charge and spin is 0.0 kcal/mol. As for the charge: -2. The value obtained for the largest force on an atom is 2.89 eV/A.

Element x y z (Å)
1 H -2.260 3.738 -3.009
2 C -11.853 8.663 -9.614
3 H -1.954 4.026 -5.982
4 N -6.746 10.211 -7.560
5 C -7.327 5.099 -4.388
6 H 0.757 6.503 -6.259
7 H -2.382 2.948 -9.454
8 H -2.579 6.652 -1.933
9 H -11.156 7.126 -2.093
10 H -9.692 2.775 -1.864
11 H -10.975 8.458 -10.232
12 C -2.142 2.945 -5.988
13 H -8.514 6.829 -0.121
14 H -12.590 2.445 -1.256
15 H -1.068 3.383 -8.318
16 C -0.139 6.867 -6.768
17 H -13.458 6.967 -0.493
18 H -14.973 5.796 -2.763
19 H -2.718 1.531 -7.583
20 C -6.716 14.939 -4.934
21 C -6.031 10.202 -8.814
22 H -5.543 12.307 -8.836
23 C -11.527 1.308 -4.440
24 H -11.261 2.682 -0.107
25 H -8.848 11.149 -4.874
26 H -5.829 8.203 -4.369
27 H -2.983 7.055 -6.466
28 H -1.293 5.988 -3.032
29 H -9.051 3.855 0.153
30 C -9.424 6.218 -8.556
31 O -4.020 9.673 -10.029
32 H -4.059 9.557 -5.719
33 O -5.308 4.082 -4.599
34 H -11.767 3.129 -3.262
35 C -4.561 9.746 -8.703
36 H -9.697 10.088 -9.131
37 H -6.857 9.290 -7.156
38 H -12.050 11.595 -6.771
39 C -9.248 9.432 -3.032
40 H -9.379 5.937 -9.617
41 H -9.332 1.317 -2.719
42 C -12.886 6.266 -2.458
43 H -12.521 9.352 -10.152
44 H -4.183 4.005 -7.248
45 C -13.004 6.072 -0.934
46 C -5.192 13.315 -5.715
47 H -9.248 2.735 -4.524
48 C -13.624 5.131 -7.706
49 H -8.920 10.033 -2.169
50 H -9.571 8.492 -2.585
51 H -12.058 5.857 -0.444
52 H -4.531 2.764 -6.325
53 O -0.941 2.193 -5.856
54 H -0.551 6.151 -7.479
55 C -11.816 1.929 -0.674
56 C -2.826 2.588 -7.324
57 C -2.546 4.460 -2.234
58 H -8.681 5.623 -8.019
59 H -4.144 8.016 -3.768
60 H -5.711 11.624 -10.457
61 O -5.388 9.264 -2.668
62 H -14.763 7.505 -2.522
63 H -6.890 7.925 -2.140
64 H -0.006 3.725 -4.704
65 C -5.697 5.981 -6.099
66 H -5.262 7.490 -1.588
67 H -13.006 4.639 -5.226
68 C -8.857 4.833 0.609
69 H -7.196 15.268 -4.015
70 H -7.492 14.574 -5.611
71 N -5.195 11.067 -4.792
72 O -10.720 6.071 -8.016
73 H -2.102 9.330 -9.173
74 H -12.483 7.825 -9.320
75 N -11.928 7.346 -2.733
76 C -6.574 6.960 -6.549
77 H -0.536 2.298 -3.824
78 H -9.846 4.177 -4.002
79 H -12.308 1.178 -0.058
80 H -10.291 4.208 -7.392
81 C -7.327 -0.517 -4.756
82 H -6.141 8.841 -0.831
83 C -10.941 11.857 -5.160
84 H -11.817 11.897 -4.510
85 H -15.275 6.968 -6.058
86 N -4.239 2.981 -7.277
87 H -5.441 11.217 -3.819
88 H -3.857 11.815 -6.260
89 C -6.101 5.012 -5.007
90 O -9.644 5.770 -1.476
91 H -2.810 2.775 -5.134
92 H -4.485 14.100 -6.029
93 H -13.824 4.698 -8.694
94 C -0.142 2.642 -4.787
95 H -3.605 12.421 -4.575
96 C -7.797 7.201 -5.818
97 H -6.318 10.811 -6.863
98 C -1.202 7.259 -5.763
99 C -10.622 10.348 -8.598
100 O -14.200 6.792 -4.384
101 H -6.266 7.510 -7.425
102 O -10.234 9.927 -3.898
103 O -10.975 1.190 -1.528
104 H -3.464 10.143 -4.172
105 C -10.199 10.961 -7.271
106 H -9.260 5.716 -2.369
107 C -15.475 6.821 -5.002
108 H -9.156 7.271 -8.498
109 N -10.099 3.308 -4.472
110 H -7.617 4.390 -3.623
111 H -10.770 0.592 -4.765
112 H -2.834 8.017 -10.121
113 C -2.151 3.360 -8.470
114 H -0.856 8.067 -5.109
115 H -16.026 5.900 -4.787
116 H -11.135 11.083 -9.232
117 H -2.291 9.377 -11.012
118 O -8.554 8.145 -5.998
119 O -11.378 9.176 -8.380
120 O -7.456 1.866 -4.782
121 H -1.886 4.200 -1.401
122 H -6.157 15.758 -5.396
123 H -4.426 4.306 -2.673
124 H -5.862 13.089 -6.546
125 C -2.715 9.105 -10.044
126 H -4.025 10.497 -8.113
127 O -2.344 7.793 -6.422
128 H -14.522 4.934 -7.119
129 H -6.843 2.619 -4.749
130 H -8.327 9.223 -3.589
131 O -9.407 6.241 -4.330
132 H -11.215 4.274 -8.923
133 N -11.325 11.034 -6.326
134 H -6.820 0.805 -3.112
135 H -9.424 10.378 -6.773
136 H 0.841 2.194 -4.944
137 H -16.028 7.699 -4.647
138 C -4.979 8.709 -3.910
139 H -13.487 6.208 -7.811
140 H -12.357 8.166 -2.304
141 N -12.191 4.949 -5.757
142 C -2.329 5.905 -2.682
143 C -4.340 12.126 -5.334
144 H -9.824 5.015 1.087
145 H -1.489 6.411 -5.137
146 C -8.265 6.123 -4.769
147 C -10.165 1.957 -2.422
148 O -3.887 4.247 -1.867
149 H -6.605 9.609 -9.532
150 H -12.604 3.393 -7.097
151 C -6.748 0.762 -4.206
152 H -12.622 5.329 -2.949
153 H 0.146 7.772 -7.310
154 H -2.900 6.093 -3.594
155 H -8.409 -0.511 -4.630
156 H -6.837 -1.400 -4.348
157 H -10.636 12.884 -5.408
158 C -4.376 9.837 -4.715
159 H -4.468 8.752 -8.259
160 H -9.789 11.972 -7.420
161 H -7.653 5.642 -1.038
162 O -5.836 13.889 -4.582
163 C -8.601 5.807 -0.518
164 C -11.100 4.726 -7.924
165 H -7.131 -0.493 -5.831
166 O -4.615 5.877 -6.787
167 H -13.703 5.287 -0.608
168 H -5.712 0.944 -4.508
169 H -12.273 0.767 -3.857
170 H -2.466 4.406 -8.547
171 C -14.285 6.628 -2.980
172 C -10.967 2.474 -3.616
173 H -8.069 4.732 1.351
174 C -9.803 11.205 -4.345
175 H -11.919 1.756 -5.355
176 H -9.653 11.822 -3.449
177 C -6.116 11.597 -9.447
178 H -11.454 4.380 -5.316
179 H -7.144 11.958 -9.403
180 C -5.942 8.328 -1.771
181 C -12.385 4.473 -7.128

Record 2
The following is a DFT calculation (the ωB97M-V functional and the def2-TZVPD basis) of a 15-piece molecular cluster, C46H112BO50S14 overall in a non-equilibrium geometry.

As for the lowest unoccupied orbital energy: 1.4 eV. Its HOMO energy is -8.6 eV. Its energy above the lowest of the compared OMol25 structures with the same formula, charge and spin is 10.3 kcal/mol. As for the charge: -1. The value obtained for the largest force on an atom is 5.10 eV/A.

Element x y z (Å)
1 O -4.698 12.254 26.204
2 O -10.468 7.890 30.361
3 H -0.643 3.745 36.118
4 O -10.712 10.331 25.786
5 H -1.394 9.486 33.415
6 H -7.952 6.662 25.820
7 H -3.273 5.242 26.084
8 C -2.115 -1.298 31.558
9 H -0.909 13.316 33.126
10 C -11.565 4.060 32.565
11 H -0.984 8.845 30.108
12 C -3.803 15.194 30.289
13 O -0.090 0.976 36.443
14 O -1.881 8.480 22.201
15 H -4.385 13.300 30.394
16 O -2.603 -4.314 31.666
17 C -7.510 6.355 33.511
18 H -0.843 12.065 36.046
19 H -9.303 11.132 31.168
20 C -7.733 1.870 37.150
21 H -2.566 1.157 25.880
22 O -0.701 8.247 24.476
23 H -2.558 0.314 32.742
24 O -1.195 7.031 32.242
25 H -10.551 14.401 26.617
26 C -4.555 -0.430 28.628
27 H -3.744 0.177 31.494
28 H -3.292 15.968 29.656
29 C -3.099 -0.400 32.160
30 H -7.327 17.347 30.906
31 S -0.412 15.920 34.193
32 C -1.957 7.459 33.446
33 H -6.876 12.688 29.020
34 H -2.351 10.317 24.529
35 H -3.887 7.978 24.758
36 O -10.433 15.154 29.043
37 C -3.170 11.008 24.529
38 C -8.748 5.868 32.682
39 H -3.931 10.954 23.752
40 H -10.674 7.472 25.921
41 H -4.711 5.801 25.148
42 H -12.595 3.766 32.903
43 C -1.255 3.454 31.179
44 C -7.744 6.922 26.896
45 H -7.789 15.817 30.013
46 H -7.280 2.430 34.465
47 H 0.459 11.953 34.888
48 O -3.392 -3.976 29.379
49 O -4.982 6.585 31.531
50 O -5.426 16.672 32.430
51 H -2.936 6.931 33.358
52 H -8.356 11.644 29.068
53 C -4.029 9.618 30.216
54 H -11.590 5.014 32.013
55 H -0.900 3.666 34.341
56 H -1.370 -0.765 31.023
57 C -0.235 6.589 22.438
58 O -9.710 9.413 32.154
59 C -3.705 13.777 29.730
60 H -0.408 9.934 31.277
61 O -2.056 0.879 29.276
62 H -0.855 11.106 28.873
63 O -4.418 4.141 29.135
64 H -2.750 13.317 29.804
65 C -5.551 0.396 27.923
66 O -4.476 9.881 26.453
67 H -2.295 9.569 27.963
68 C -8.801 10.297 31.491
69 O -5.631 3.645 36.391
70 C -3.857 6.088 25.717
71 O -3.568 8.375 30.429
72 O -10.301 12.780 29.706
73 H -10.548 7.480 27.700
74 H -2.781 -0.947 36.579
75 O -0.093 15.763 32.839
76 C -4.949 5.215 31.245
77 S -10.476 4.168 33.923
78 H -11.839 13.415 27.345
79 O -3.347 10.621 30.176
80 H -9.155 0.241 36.675
81 C -8.575 0.676 37.522
82 S -1.330 7.661 23.258
83 H -8.298 16.245 31.702
84 O 0.514 16.578 35.072
85 H -8.371 11.879 26.396
86 H -0.130 -3.511 30.499
87 H -12.301 10.618 31.643
88 H -1.137 11.185 34.494
89 O -6.362 10.370 29.560
90 S -10.062 9.525 26.767
91 H -6.715 5.648 33.659
92 C -7.633 8.459 27.019
93 O -0.714 0.839 34.129
94 O 1.037 6.828 31.343
95 C -0.572 10.717 27.923
96 H -9.336 0.989 38.290
97 H -6.726 8.869 26.638
98 C 0.895 5.990 28.106
99 O -2.714 -2.136 30.589
100 C -0.625 12.063 34.927
101 H -2.667 11.987 24.379
102 O 1.294 2.018 34.852
103 O -5.138 15.675 30.253
104 H -6.982 11.058 27.164
105 H -9.621 6.607 32.803
106 H -2.849 9.223 34.284
107 B -4.800 7.351 30.322
108 H -3.850 -0.865 32.829
109 H -4.792 -1.456 28.699
110 H -1.409 7.200 34.335
111 O -10.712 5.296 34.804
112 S -0.080 1.713 35.041
113 C -5.592 9.443 29.875
114 O -1.223 4.941 29.310
115 C -3.149 7.205 24.994
116 C -7.446 12.017 27.044
117 H -5.206 1.435 27.824
118 H -6.852 12.817 26.669
119 H -0.781 -4.750 29.322
120 C -7.659 10.522 32.555
121 H 1.439 5.061 28.355
122 S -2.048 0.271 27.989
123 H -7.922 6.714 34.442
124 H -3.488 15.176 31.313
125 C -1.809 10.218 27.239
126 H -1.592 9.700 26.316
127 C -7.757 12.412 28.484
128 H 1.197 6.386 27.134
129 H -2.222 13.330 34.202
130 H -6.787 6.433 27.159
131 O -10.304 2.876 34.418
132 H -1.298 -1.700 36.858
133 C -0.915 -3.710 29.727
134 S -10.931 8.602 31.518
135 O -6.417 1.313 36.780
136 O -0.921 4.452 26.989
137 H -8.184 2.549 36.363
138 H -7.917 -0.064 38.025
139 O -8.644 9.139 26.162
140 H -5.709 -0.054 26.903
141 O -5.948 8.207 30.113
142 H -3.102 2.171 27.384
143 C -2.314 8.959 33.413
144 H -2.414 7.614 25.667
145 H -7.056 7.195 32.955
146 S -0.820 5.582 27.886
147 C -1.039 3.192 35.298
148 H -0.876 -2.993 28.884
149 H 0.036 11.402 27.309
150 H -7.807 8.786 28.025
151 O -6.177 14.367 31.948
152 C -12.134 9.766 30.944
153 H -0.512 2.988 29.264
154 C -1.359 0.376 36.784
155 H -2.359 3.375 31.021
156 H -8.454 9.741 30.599
157 S -6.024 15.720 31.570
158 H -1.809 17.929 34.346
159 H -1.415 2.137 26.967
160 H -8.379 5.757 31.636
161 H -0.848 2.550 31.551
162 C -2.313 1.559 26.896
163 H -0.728 5.978 21.752
164 H 0.043 9.826 28.034
165 S 0.131 7.826 32.009
166 H -4.220 6.509 26.686
167 O -0.740 14.536 34.850
168 O -11.549 7.829 32.575
169 H -10.350 12.593 26.708
170 H -2.897 9.028 32.538
171 H -2.097 1.060 36.393
172 O -9.884 10.061 28.072
173 H -3.947 13.726 28.628
174 H -6.097 1.206 33.922
175 O -2.684 11.402 27.048
176 S -10.025 13.799 28.770
177 H -11.663 10.249 30.095
178 H -8.552 6.502 27.489
179 H -1.676 -1.087 35.149
180 O -4.109 1.645 36.003
181 O -5.187 4.311 31.992
182 C -1.736 -0.942 36.228
183 S -2.505 -3.625 30.424
184 H -4.085 -0.033 29.613
185 O -4.490 6.369 29.295
186 H 0.279 5.905 23.156
187 O -8.527 13.711 28.510
188 H -1.143 4.156 31.979
189 C -4.593 5.155 29.757
190 H -13.085 9.216 30.716
191 S -5.434 2.305 35.926
192 H -2.153 16.729 35.531
193 H -7.169 9.593 32.799
194 H 0.573 7.222 21.998
195 H -11.203 3.229 31.963
196 C -1.146 13.272 34.177
197 H 1.015 6.621 28.943
198 O -2.542 6.676 23.755
199 H 0.470 4.033 30.307
200 H -6.969 11.319 32.258
201 H -8.148 10.819 33.481
202 H -2.124 3.002 35.480
203 H -1.638 -1.863 32.403
204 C -6.251 2.211 34.252
205 O -3.354 -0.540 27.775
206 S -3.903 11.127 26.103
207 C -0.163 9.027 30.754
208 C -0.538 3.825 29.950
209 C -1.918 16.837 34.504
210 H -1.445 0.283 37.838
211 O -9.127 4.482 33.104
212 H -11.995 8.263 26.973
213 C -7.497 16.313 30.963
214 H 0.737 9.289 30.220
215 O 0.578 8.462 33.228
216 H -5.805 3.018 33.579
217 C -10.956 8.030 26.843
218 H -6.537 0.310 28.462
219 C -10.779 13.472 27.178
220 O -0.925 -0.525 27.610
221 H -7.601 2.516 38.010
222 H -2.759 16.513 33.837
223 O -1.765 6.633 27.775

Calculated values (eV) of gap between HOMO and LUMO for the records, taken in order: 6.20 9.95.